3 unconnected molecules or ions with the total composition C28H62N2O11P3 at a distorted geometry, computed with ωB97M-V with the def2-TZVPD basis set.

```
106
Properties=species:S:1:pos:R:3:lowdin_charge:R:1
H 0.8421 -7.2953 3.2234 0.12
O 5.7119 0.1458 -0.6465 -0.24
H -1.2314 -6.1461 3.7408 0.08
C -1.4300 0.8364 -0.8570 -0.13
O -5.8560 6.6581 -0.9892 0.06
O 0.1735 -7.8091 -0.7309 -0.21
H 2.2432 2.1276 1.5828 0.05
O 0.4471 -4.8252 0.4957 -0.25
H -8.6170 4.6783 0.3097 0.10
C -7.5104 4.5386 0.0868 -0.09
H -4.2009 4.4296 -1.6597 0.16
C -4.1052 3.8201 1.8553 -0.07
H -1.9122 0.5525 -1.8605 0.12
H -0.8415 -4.7918 2.7021 0.06
C 0.5707 -6.4442 2.5931 -0.31
C -3.2833 3.3171 2.9167 0.01
H -8.2232 6.0040 2.1916 0.10
C -7.4221 6.5394 1.5674 -0.08
C -1.3598 -6.2065 -2.9281 -0.08
H -4.8132 -1.0730 1.2196 0.12
H 10.7023 1.8631 -2.6724 0.08
H -2.9029 1.6978 0.5707 0.16
H 8.9548 0.1211 -3.2924 0.11
H -0.2885 -6.3973 -3.0361 0.07
C 6.0501 3.2156 -0.9035 -0.29
O -1.3445 -6.0552 -0.5073 -0.23
C -1.3264 3.3097 0.1656 -0.41
H -3.4263 6.3981 -0.4693 0.14
H -1.7089 -5.7073 -3.8365 0.08
H 1.4984 -5.9166 2.3581 0.10
H -2.6463 -2.7418 2.0125 0.09
H -0.8486 -1.1950 0.0805 0.13
H 9.9778 -0.3641 -1.9366 0.12
H 1.2343 -9.3720 -1.4978 0.12
H 4.1081 3.8375 -0.1813 0.08
O -2.0245 4.5162 0.5623 -0.13
H 9.9248 2.0203 -1.0794 0.08
H 9.0519 2.4888 -2.5338 0.06
H 1.1139 0.7276 1.2891 0.05
H 2.3392 -8.1651 1.0767 0.07
H -0.6422 3.5603 -0.7290 0.14
H 4.1026 -0.2732 -1.9032 0.10
C 9.2148 0.3506 -2.2554 -0.30
H 4.7797 2.4238 0.6641 0.09
C 1.9487 -8.9982 0.4870 -0.08
C -1.6901 -0.4322 0.1142 -0.17
N -3.1467 2.5931 -1.3708 0.08
O 6.9418 2.0981 -0.8174 -0.21
P 6.6325 0.7877 -1.8756 0.70
H -4.3346 -2.7395 0.6443 0.13
H -2.6117 2.9627 -2.1690 0.19
H 2.1541 -7.8735 -1.3495 0.11
H 5.9565 3.5325 -1.9458 0.11
C 1.3119 1.8192 0.9932 -0.32
H 1.7024 4.4909 2.4238 0.05
H -2.9633 -1.8317 -1.0777 0.12
C -3.4561 4.4029 0.4953 -0.39
P 0.2373 -6.2378 -0.0578 0.70
H 2.7651 -9.7097 0.3437 0.08
C 4.6862 2.9179 -0.3055 -0.10
H 5.0432 -2.4085 0.0903 0.08
C 0.6451 4.5822 2.0273 -0.28
C -4.0033 5.9329 0.4094 -0.01
H -5.0523 3.2330 -0.5663 0.14
H -5.2244 3.7373 2.0245 0.10
H -3.8113 -0.2361 -0.7380 0.09
O 6.2754 -0.2763 -2.9162 -0.22
H -0.3265 1.0378 -1.0396 0.10
H -1.0596 -4.4173 -1.7400 0.10
C 4.8045 -2.0809 -0.9253 -0.07
C -1.6320 -5.3495 -1.7053 -0.31
H -3.7214 6.5463 1.3245 0.15
H -1.8541 -7.1754 -2.8411 0.09
H 4.1129 2.2551 -0.9590 0.06
H -1.7221 -0.0155 1.1728 0.11
H -7.8718 7.3048 0.8598 0.10
H 3.9334 -2.6403 -1.2751 0.07
H -3.7654 1.8045 -1.6335 0.17
H 0.6682 5.1481 1.0231 0.05
H 0.0986 -5.0578 4.1825 0.08
O -0.0369 -6.9636 1.4122 -0.24
H 6.5152 4.0339 -0.3490 0.12
H -3.6226 2.3052 3.3348 0.09
C -3.1216 -1.0290 -0.2823 -0.16
C -5.5460 6.0250 0.0557 -0.36
H -2.3639 3.8472 3.3028 0.05
H 5.6614 -2.3471 -1.5460 0.08
H -7.2499 3.4750 0.4500 0.08
H -0.0426 5.2069 2.6957 0.05
H 1.5007 1.9031 -0.1257 0.04
C -3.9147 -1.7098 0.9348 -0.24
H 3.7892 -0.3481 -0.1764 0.10
C -4.0279 3.6784 -0.8092 -0.03
H -6.7178 7.0136 2.3346 0.10
C 4.5285 -0.5886 -0.9467 -0.32
N -6.6468 5.4809 0.8580 -0.22
H 1.1607 -9.4754 1.0731 0.09
O 8.0865 0.1554 -1.4113 -0.22
C -0.4005 -5.5542 3.3472 -0.07
H -7.2782 4.5511 -1.0251 0.09
C 1.4197 -8.5116 -0.8508 -0.28
O -3.1288 -1.8996 2.1325 -0.10
P -0.1333 2.8799 1.6058 0.92
C 9.7603 1.7613 -2.1268 -0.09
C -2.2441 2.0930 -0.2794 -0.26
H -2.6939 -5.0888 -1.6744 0.11
```

Values from the calculation:
Total charge: +1
Total energy in eV: -83396.865
Kohn-Sham gap in eV: 7.65
Highest occupied orbital energy in eV: -10.767
Relative energy (zero: lowest compared OMol25 entry of this formula, charge and spin) in kcal per mole: 0.0

---

C5H8F2N2O in the gas phase at a distorted geometry, computed with ωB97M-V with the def2-TZVPD basis set.

```
18
Properties=species:S:1:pos:R:3:lowdin_charge:R:1
C -1.1781 -0.2977 -0.7174 -0.41
N 0.9797 -0.0290 -0.2569 -0.01
F 2.8088 -0.2932 1.1528 0.07
F 3.2126 -0.4519 -0.9363 0.08
H -2.0127 -2.1654 0.2319 0.07
C 0.4464 1.1644 0.1024 -0.28
C -1.9286 -1.0673 0.3792 -0.10
H 1.9734 -1.8887 -0.0413 0.19
C -1.0043 1.1771 -0.1475 -0.03
H -1.4910 -0.7865 1.3983 0.09
H 2.1678 1.9123 0.4002 0.13
H -1.2596 1.9225 -0.7916 0.09
H -3.0072 -0.7527 0.3893 0.08
C 2.2739 -0.7718 -0.0112 -0.29
H -1.4238 1.2490 0.7945 0.09
H -1.8881 -0.1768 -1.5659 0.13
O 1.2248 2.1362 0.5566 0.12
N 0.1061 -0.8806 -0.9369 -0.02
```

Values from the calculation:
Total energy in eV: -15773.897
Kohn-Sham gap (spin up / spin down) in eV: 7.29 / 7.28
Highest occupied orbital energy (spin up / spin down) in eV: -6.728 / -6.725
Relative energy (zero: lowest compared OMol25 entry of this formula, charge and spin) in kcal per mole: 68.6

---

A molecular structure, C23H29CoN2O8P2S, computed with ωB97M-V with the def2-TZVPD basis set.

```
66
Properties=species:S:1:pos:R:3:lowdin_charge:R:1
O 0.6288 0.3016 -1.6830 -0.02
C 1.8823 -0.2532 -3.9650 0.01
H 1.2226 0.5442 -4.2984 0.10
C -2.4525 -1.8071 -1.5702 -0.36
H -1.1903 -2.8856 -2.9366 0.10
H -0.3497 -6.5697 -0.9798 0.11
C -3.3556 -3.0252 1.1934 -0.08
H -3.7179 -3.3328 0.2207 0.11
H -1.9110 2.4329 -3.5734 0.09
H -3.9288 -0.6893 -0.4705 0.09
H -3.2806 1.6307 -2.7748 0.09
C -1.7803 -1.8652 2.5713 -0.26
C -0.1765 -3.2150 -0.5426 -0.35
C -4.2207 -1.5937 -3.7155 -0.07
O -0.8736 0.5503 2.3441 -0.40
O 2.5939 0.1646 -2.7772 0.02
H -0.5214 5.0334 0.2425 0.10
O -1.9611 2.6605 -1.5561 -0.27
C 1.8520 0.4027 -1.7219 -0.57
C -4.5519 -1.0426 -2.4848 -0.07
C 2.0023 -4.1337 -1.0066 -0.06
H 1.3069 -1.1520 -3.7549 0.09
H -5.4990 -0.5355 -2.3531 0.11
C -2.4762 -2.2424 3.7085 -0.04
H -2.7474 -2.6791 -4.8336 0.11
H 3.0665 -3.9946 -1.1437 0.11
O -3.3200 1.7018 0.2677 -0.28
H -1.6521 0.9151 -2.6739 0.06
Co -0.2323 0.3234 0.3269 0.48
N 1.9188 0.9499 0.5687 0.05
O 0.6164 -1.1990 1.8026 -0.40
H -4.3465 0.4913 1.5693 0.08
H 2.0511 1.8978 0.9112 0.12
H -4.9544 -4.0020 2.2291 0.12
C -2.1265 -2.3568 -2.8087 -0.08
H 2.2412 0.2833 1.2696 0.11
O -1.5862 3.3619 0.7832 -0.27
H -4.5303 2.2434 1.8309 0.10
P -1.2447 -1.7856 -0.2112 1.10
C -4.0608 -3.4003 2.3298 -0.05
H -3.0277 1.4201 2.3283 0.07
C -3.8290 1.4485 1.5928 -0.07
C 0.0839 -5.5811 -0.9103 -0.06
C 1.4489 -5.4019 -1.0970 -0.06
C 1.1911 -3.0448 -0.7229 -0.09
H 2.0820 -6.2538 -1.3061 0.11
H 1.6275 -2.0577 -0.6274 0.08
H 2.6531 -0.4482 -4.7011 0.10
S -0.3904 -0.7889 2.8109 0.51
H -4.9106 -1.5209 -4.5458 0.11
H -1.7913 -4.6403 -0.5002 0.11
O 0.0269 -0.8544 4.1709 -0.25
C -2.2167 1.8476 -2.7111 -0.08
P -1.8215 2.0563 -0.0933 0.70
C -3.0058 -2.2436 -3.8774 -0.06
C -2.2003 -2.2565 1.2870 -0.29
C -3.6214 -3.0166 3.5851 -0.04
H -4.1666 -3.3184 4.4689 0.12
H -2.1067 -1.9343 4.6768 0.12
C -0.3435 4.0681 0.7093 -0.09
N 2.5925 0.7687 -0.6451 0.06
H 0.3917 3.5239 0.1094 0.06
C -3.6684 -1.1384 -1.4212 -0.11
H 3.5992 0.8072 -0.6966 0.17
C -0.7271 -4.4918 -0.6359 -0.08
H 0.0300 4.2046 1.7214 0.10
```

Values from the calculation:
Multiplicity: 4
Total charge: +1
Total energy in eV: -110718.964
Kohn-Sham gap (spin up / spin down) in eV: 9.05 / 8.73
Highest occupied orbital energy (spin up / spin down) in eV: -11.265 / -11.754
Relative energy (zero: lowest compared OMol25 entry of this formula, charge and spin) in kcal per mole: 5.8

---

2 unconnected molecules or ions with the total composition C3H8N2O at a distorted geometry, computed with ωB97M-V with the def2-TZVPD basis set.

```
14
Properties=species:S:1:pos:R:3:lowdin_charge:R:1
H -1.2899 1.7221 0.9779 0.06
H -2.3533 1.2683 -1.2918 0.06
C 1.2942 -1.2301 -0.5008 -0.22
C 1.8991 -0.1987 -0.0007 -0.23
H 0.5696 -1.6807 1.2183 0.10
H 3.0999 0.4802 1.1926 0.09
O 0.4636 -1.9767 0.2954 -0.03
N -1.8106 0.8888 0.7018 -0.07
H -1.3877 0.1160 1.2103 0.04
H -1.7750 -0.3780 -0.9724 0.07
C -1.6303 0.6775 -0.7248 -0.21
H -0.6247 0.9742 -1.0347 0.05
N 2.4023 0.7395 0.4855 0.16
H 1.1430 -1.4024 -1.5566 0.12
```

Values from the calculation:
Structure (SMILES): N=C=CO.CN
Total energy in eV: -8265.571
Kohn-Sham gap in eV: 8.83
Highest occupied orbital energy in eV: -8.279
Relative energy (zero: lowest compared OMol25 entry of this formula, charge and spin) in kcal per mole: 86.6